2 unconnected molecules or ions with the total composition CH3Cl2N3. Source: OMol25; level of theory: ωB97M-V/def2-TZVPD.

The calculation puts the LUMO energy (alpha / beta) at -1.46 / -1.43 eV.

```
! wB97M-V def2-TZVPD RIJCOSX def2/J DEFGRID3
* xyz 0 1
C -0.277 -0.378 -0.379
N 1.514 -1.751 -1.287
N 0.181 -0.177 0.815
N -1.197 0.049 -1.057
Cl 1.308 -1.928 -2.840
Cl -2.484 1.540 -0.466
H 0.950 -0.741 1.134
H -0.231 0.521 1.425
H -1.452 -0.166 -2.004
*
```



2 unconnected molecules or ions with the total composition CH3Cl2OP. Source: OMol25; level of theory: ωB97M-V/def2-TZVPD.

The calculation puts the LUMO energy at 0.32 eV.

```
! wB97M-V def2-TZVPD RIJCOSX def2/J DEFGRID3
* xyz 0 1
C -2.447 1.546 0.220
O -1.863 1.587 1.293
P 1.574 0.130 1.379
Cl 1.392 0.562 -0.579
Cl -2.368 0.144 -0.769
H -3.095 2.252 -0.324
H 0.640 -0.956 1.203
H 0.543 0.969 1.682
*
```



A molecular structure, CH3Cl2OP. Source: OMol25; level of theory: ωB97M-V/def2-TZVPD.

The calculation puts the LUMO energy at -1.68 eV.

```
! wB97M-V def2-TZVPD RIJCOSX def2/J DEFGRID3
* xyz 0 1
C -0.613 0.665 0.417
O 1.232 0.479 -1.651
P 0.788 -0.126 -0.418
Cl -0.787 -2.447 -0.214
Cl 2.333 -0.928 0.491
H -1.377 0.178 -0.214
H -0.931 0.448 1.371
H -0.645 1.731 0.218
*
```



A single CH3ClFN molecule. Source: OMol25; level of theory: ωB97M-V/def2-TZVPD.

The calculation puts the LUMO energy at 0.76 eV.

```
! wB97M-V def2-TZVPD RIJCOSX def2/J DEFGRID3
* xyz 0 1
C -0.421 0.438 -0.320
N 0.927 -0.199 0.432
F -1.470 -0.485 -0.342
Cl 1.295 -1.808 -0.147
H -0.357 0.824 -1.368
H -0.598 1.374 0.346
H 0.624 -0.143 1.400
*
```



A single CH3ClFN molecule. Source: OMol25; level of theory: ωB97M-V/def2-TZVPD.

The calculation puts the LUMO energy at 0.73 eV.

```
! wB97M-V def2-TZVPD RIJCOSX def2/J DEFGRID3
* xyz 0 1
C -0.870 0.132 -0.085
N 0.876 -0.270 -0.381
F 1.131 -1.178 0.618
Cl 1.919 1.061 -0.142
H -1.220 0.806 -0.811
H -1.107 -1.040 -0.074
H -0.729 0.488 0.874
*
```



A single CH3ClFNS molecule. Source: OMol25; level of theory: ωB97M-V/def2-TZVPD.

The calculation puts the LUMO energy at -0.36 eV.

```
! wB97M-V def2-TZVPD RIJCOSX def2/J DEFGRID3
* xyz 0 1
C 0.698 0.682 0.156
N -1.406 -0.393 -0.606
F 0.074 1.876 0.181
S -0.559 -0.703 0.614
Cl 0.867 -2.342 0.183
H 1.247 0.645 -0.776
H 1.427 0.787 1.068
H -2.349 -0.552 -0.820
*
```



A molecular structure, CH3ClHgO7S. Source: OMol25; level of theory: ωB97M-V/def2-TZVPD.

The calculation puts the LUMO energy (alpha / beta) at 3.16 / 0.60 eV.

```
! wB97M-V def2-TZVPD RIJCOSX def2/J DEFGRID3
* xyz -1 2
Hg -0.698 0.099 1.378
O 1.290 3.664 3.092
Cl 1.097 2.803 1.978
O 1.928 3.193 0.906
O -0.285 2.869 1.578
O 1.399 1.453 2.381
C -1.343 -1.813 -1.972
S 0.134 -1.735 -0.896
O 0.396 -0.284 -0.747
O 1.183 -2.449 -1.575
O -0.266 -2.328 0.388
H -0.998 -1.863 -2.995
H -1.922 -0.914 -1.800
H -1.913 -2.695 -1.717
*
```



A single CH3ClN2O2 molecule. Source: OMol25; level of theory: ωB97M-V/def2-TZVPD.

The calculation puts the LUMO energy at 0.72 eV.

```
! wB97M-V def2-TZVPD RIJCOSX def2/J DEFGRID3
* xyz 0 1
C -0.688 1.040 -0.779
N 0.852 -1.221 -0.057
N 0.450 -0.525 0.902
O -0.094 0.689 0.512
O 0.576 -0.725 2.082
Cl 1.470 -2.684 0.421
H -0.862 2.103 -0.552
H 0.025 0.818 -1.703
H -1.729 0.504 -0.826
*
```



A single CH3ClN2O4 molecule. Source: OMol25; level of theory: ωB97M-V/def2-TZVPD.

The calculation puts the LUMO energy at 0.07 eV.

```
! wB97M-V def2-TZVPD RIJCOSX def2/J DEFGRID3
* xyz 0 1
C -0.106 -0.074 -0.093
N -1.328 0.675 1.882
N -1.606 1.961 2.485
O -1.635 2.918 1.764
O -2.079 1.876 3.574
O 0.441 -1.366 0.267
O -0.291 0.745 1.014
Cl -1.413 -0.679 2.969
H -0.980 -0.439 -0.573
H 0.520 0.567 -0.789
H 1.361 -1.483 0.380
*
```



2 unconnected molecules or ions with the total composition CH3ClN2OS. Source: OMol25; level of theory: ωB97M-V/def2-TZVPD.

The calculation puts the LUMO energy at -0.37 eV.

```
! wB97M-V def2-TZVPD RIJCOSX def2/J DEFGRID3
* xyz 0 1
C -1.035 -0.275 0.048
N -0.640 0.702 -0.740
N -0.590 -1.085 0.858
O 1.565 0.138 0.799
S -2.448 -1.291 0.217
Cl 2.870 -0.071 -0.229
H 0.163 1.128 -0.251
H -1.155 1.341 -1.154
H 1.268 -0.587 0.451
*
```



2 unconnected molecules or ions with the total composition CH3ClN2S. Source: OMol25; level of theory: ωB97M-V/def2-TZVPD.

The calculation puts the LUMO energy (alpha / beta) at -1.23 / -1.18 eV.

```
! wB97M-V def2-TZVPD RIJCOSX def2/J DEFGRID3
* xyz 0 1
C 0.557 0.635 0.547
N -0.601 -0.677 -1.127
N -0.269 -0.272 0.172
S 0.197 1.437 3.164
Cl 1.479 1.429 -0.620
H -0.008 -0.172 -1.787
H -0.503 -1.685 -1.240
H -0.853 -0.695 0.891
*
```



A single CH3ClN2S molecule. Source: OMol25; level of theory: ωB97M-V/def2-TZVPD.

The calculation puts the LUMO energy at -0.77 eV.

```
! wB97M-V def2-TZVPD RIJCOSX def2/J DEFGRID3
* xyz 0 1
C 1.016 -0.388 0.160
N -1.300 0.372 0.235
N -0.293 -0.584 0.121
S 2.308 -1.299 -0.035
Cl 1.334 1.760 0.157
H -1.604 0.416 -0.736
H -0.829 1.189 0.515
H -0.633 -1.467 -0.419
*
```